1.
# C3H4N2O

2 unconnected molecules or ions with the total composition C3H4N2O at a distorted geometry (ωB97M-V/def2-TZVPD, the Open Molecules 2025 dataset).

Total energy, a.u.: -301.346413
HOMO-LUMO gap, eV: 8.80
Net charge: 0
Relative energy (zero: lowest compared OMol25 entry of this formula, charge and spin), kJ/mol: 369.7
Multiplicity: 1

Last column: Mulliken charge in e.
CARTESIAN COORDINATES (ANGSTROEM)
O -1.653 -1.139 0.021  -0.48
C -0.539 -0.351 -0.150  0.40
C -0.376 1.040 -0.243  -0.48
N 0.887 1.379 -0.022  -0.49
C 1.513 0.226 0.233  -0.15
N 0.712 -0.812 0.341  -0.38
H -2.230 -0.585 0.549  0.33
H -1.126 1.777 -0.477  0.41
H 2.555 0.118 0.465  0.40
H 0.256 -1.653 -0.715  0.45

=====

2.
# C3H4N2O

A single C3H4N2O molecule at a distorted geometry (ωB97M-V/def2-TZVPD, the Open Molecules 2025 dataset).

Total energy, a.u.: -301.284769
HOMO-LUMO gap (alpha / beta), eV: 7.11 / 9.04
Net charge: 0
Relative energy (zero: lowest compared OMol25 entry of this formula, charge and spin), kJ/mol: 531.6
Multiplicity: 1

Last column: Mulliken charge in e.
CARTESIAN COORDINATES (ANGSTROEM)
C 0.949 -1.023 -0.199  -0.25
C 1.997 -0.130 -0.136  0.56
C -1.191 0.144 0.042  -0.30
N -0.426 -0.992 -0.179  -0.49
N -0.850 1.410 -0.306  -0.53
O 2.864 0.579 0.072  -0.28
H 1.477 -1.911 -0.367  0.31
H -2.203 -0.335 -0.131  0.38
H -1.156 0.113 1.171  0.35
H -1.461 2.147 0.033  0.25

=====

3.
# C3H4N2O

2 unconnected molecules or ions with the total composition C3H4N2O at a distorted geometry (ωB97M-V/def2-TZVPD, the Open Molecules 2025 dataset).

Total energy, a.u.: -301.346428
HOMO-LUMO gap, eV: 10.70
Net charge: 0
SMILES: C#[N+][O-].CC#N
Relative energy (zero: lowest compared OMol25 entry of this formula, charge and spin), kJ/mol: 369.7
Multiplicity: 1

Last column: Mulliken charge in e.
CARTESIAN COORDINATES (ANGSTROEM)
C 0.871 -0.030 1.461  -0.74
C 0.063 1.040 0.874  0.29
N -0.567 1.887 0.400  -0.37
O -2.404 -1.162 -1.307  -0.58
N -1.366 -0.712 -1.713  0.42
C -0.351 -0.309 -2.100  -0.23
H 0.501 -1.005 1.129  0.27
H 0.817 0.017 2.552  0.29
H 1.915 0.080 1.156  0.27
H 0.519 0.193 -2.453  0.38

=====

Question: Among the records above, which one has the highest total energy?
Answer: number 2